# 1
{
  "formula": "C30H27N2O2PtSb",
  "method": "ωB97M-V/def2-TZVPD",
  "species": ["Pt", "C", "C", "O", "C", "C", "C", "N", "N", "C", "O", "C", "C", "C", "C", "C", "C", "H", "H", "H", "H", "H", "H", "H", "H", "H", "H", "H", "H", "C", "C", "C", "C", "C", "C", "Sb", "C", "C", "C", "C", "C", "C", "C", "C", "C", "C", "C", "C", "H", "H", "H", "H", "H", "H", "H", "H", "H", "H", "H", "H", "H", "H", "H"],
  "xyz": [[-0.32668, 0.39343, 0.22227], [-4.33986, 0.96027, 1.50324], [-2.92834, 0.43524, 1.46381], [-2.26385, 0.82067, 0.42748], [-2.48591, -0.39661, 2.47440], [-1.21555, -1.01472, 2.60593], [-0.91553, -1.80823, 3.84272], [-0.28974, -0.90356, 1.69367], [0.95988, -1.48352, 1.92254], [1.83573, -1.03716, 1.07289], [1.57467, -0.19244, 0.10378], [3.24475, -1.48122, 1.17691], [4.20040, -0.93168, 0.32750], [5.52730, -1.32297, 0.43005], [5.90544, -2.26462, 1.37552], [4.95138, -2.81763, 2.22091], [3.62612, -2.42849, 2.12452], [-4.45944, 1.74599, 0.76144], [-4.58082, 1.35151, 2.49155], [-5.04729, 0.16034, 1.28024], [-3.18720, -0.59267, 3.27297], [-1.80875, -1.90409, 4.45458], [-0.13416, -1.30632, 4.41542], [-0.53143, -2.79345, 3.58446], [3.89041, -0.20624, -0.41322], [6.26702, -0.89263, -0.23311], [6.94062, -2.57166, 1.45267], [5.24284, -3.55573, 2.95704], [2.87442, -2.84876, 2.77789], [-0.84596, 7.62249, -0.40445], [-1.67412, 6.68967, 0.20281], [-1.28468, 5.36015, 0.27304], [-0.05906, 4.95617, -0.25031], [0.76346, 5.89443, -0.86502], [0.37001, 7.22359, -0.93908], [0.52847, 2.92015, -0.10391], [2.24472, 2.95974, -1.36406], [3.58111, 2.84129, -1.00096], [4.57592, 2.78774, -1.96909], [4.24915, 2.85866, -3.31442], [2.91956, 2.98591, -3.69030], [1.92870, 3.02907, -2.72139], [1.16621, 2.84445, 1.92431], [2.40326, 2.39094, 2.36838], [2.65983, 2.25747, 3.72666], [1.68272, 2.57257, 4.65789], [0.43867, 3.00950, 4.22546], [0.18285, 3.13529, 2.86878], [-1.15057, 8.65926, -0.46470], [-2.62645, 6.99502, 0.61656], [-1.95094, 4.64016, 0.73535], [1.71740, 5.59611, -1.28282], [1.01823, 7.94814, -1.41495], [3.87548, 2.79501, 0.03699], [5.61055, 2.69125, -1.66532], [5.02599, 2.81274, -4.06646], [2.65192, 3.04393, -4.73745], [0.89350, 3.11054, -3.03868], [3.17299, 2.09522, 1.67042], [3.62559, 1.89284, 4.05271], [1.88516, 2.46708, 5.71583], [-0.33682, 3.24427, 4.94328], [-0.80618, 3.45352, 2.55501]],
  "charge": 0,
  "relative_energy_kj_mol": 0.0,
  "spin_multiplicity": 1,
  "lumo_ev": 0.42,
  "orbital_gap_ev": 7.734
}


# 2
{
  "formula": "C30H27N5O3Se2Zr",
  "method": "ωB97M-V/def2-TZVPD",
  "species": ["Zr", "Se", "Se", "C", "C", "C", "C", "C", "N", "C", "C", "C", "C", "C", "N", "H", "H", "H", "H", "H", "H", "H", "H", "C", "O", "C", "C", "C", "C", "C", "C", "N", "C", "C", "C", "C", "C", "C", "C", "O", "H", "H", "H", "H", "H", "H", "H", "H", "H", "H", "H", "H", "H", "N", "C", "O", "C", "C", "C", "N", "C", "C", "H", "H", "H", "H", "H", "H"],
  "xyz": [[-0.00878, -0.87328, 1.88633], [2.34377, -1.11114, 3.52031], [0.30459, -1.14439, 4.75818], [-0.13455, 0.70471, 4.44793], [-0.35896, 1.60750, 5.45812], [-0.76580, 2.89366, 5.09468], [-0.92346, 3.21036, 3.75224], [-0.67285, 2.24141, 2.79822], [-0.28023, 1.00004, 3.13921], [2.00522, -2.89032, 2.85033], [2.76957, -3.98204, 3.17225], [2.36780, -5.22148, 2.66019], [1.21882, -5.30410, 1.88861], [0.50054, -4.15018, 1.61930], [0.90379, -2.95052, 2.07055], [-0.22394, 1.33404, 6.49681], [-0.95180, 3.63754, 5.86012], [-1.23633, 4.19956, 3.44617], [-0.78774, 2.44555, 1.74030], [3.64001, -3.89172, 3.80937], [2.94152, -6.11152, 2.88930], [0.86774, -6.25305, 1.50576], [-0.41802, -4.17677, 1.04627], [-0.39155, -0.80173, -5.65447], [-0.72306, -0.64200, -4.24697], [-0.70217, 0.58015, -3.71804], [-0.37921, 1.75527, -4.39147], [-0.35455, 2.94912, -3.70027], [-0.62545, 3.00672, -2.32650], [-0.96422, 1.85921, -1.64971], [-1.03186, 0.64598, -2.34461], [-1.32672, -0.60225, -1.76583], [-1.83775, -0.98388, -0.63102], [-2.53498, -0.18919, 0.36830], [-3.40926, 0.86103, -0.02617], [-4.38590, 1.29990, 0.82926], [-4.53135, 0.72588, 2.10418], [-3.68529, -0.27508, 2.53765], [-2.69990, -0.73298, 1.67241], [-1.80173, -1.67453, 2.09272], [0.62276, -0.45116, -5.83488], [-1.11244, -0.25935, -6.26292], [-0.47147, -1.86428, -5.85106], [-0.13610, 1.73721, -5.44364], [-0.11624, 3.85967, -4.23460], [-0.59351, 3.95717, -1.81151], [-1.20093, 1.90936, -0.59629], [-1.10468, -1.34673, -2.43531], [-1.83258, -2.06092, -0.48068], [-3.36309, 1.25559, -1.03200], [-5.08181, 2.06286, 0.50594], [-5.32871, 1.06958, 2.75190], [-3.79374, -0.73147, 3.51305], [4.54252, 1.52006, -3.55206], [3.32027, 1.00158, -3.43935], [2.50035, 0.84735, -4.32243], [2.83919, 0.54347, -2.07283], [2.41956, -0.78292, -1.95046], [1.71035, -1.15997, -0.84004], [1.40736, -0.29513, 0.15697], [1.87769, 0.96536, 0.06941], [2.59246, 1.41951, -1.02006], [4.86015, 1.82274, -4.46334], [5.18815, 1.57578, -2.78230], [2.61065, -1.49850, -2.73981], [1.35533, -2.17858, -0.73115], [1.65685, 1.63424, 0.89501], [2.91566, 2.45199, -1.05555]],
  "charge": 4,
  "relative_energy_kj_mol": 74.3,
  "spin_multiplicity": 1,
  "lumo_ev": -12.79,
  "orbital_gap_ev": 5.674
}


# 3
{
  "formula": "C30H28As2Cl5CrN3O",
  "method": "ωB97M-V/def2-TZVPD",
  "species": ["Cr", "C", "C", "N", "N", "C", "O", "C", "C", "C", "C", "C", "C", "C", "C", "C", "C", "C", "N", "H", "H", "H", "H", "H", "H", "H", "H", "H", "H", "H", "H", "Cl", "C", "C", "C", "Cl", "C", "Cl", "C", "Cl", "C", "Cl", "C", "As", "C", "C", "C", "C", "C", "C", "C", "As", "C", "C", "H", "H", "H", "H", "H", "H", "H", "H", "H", "H", "H", "H", "H", "H", "H", "H"],
  "xyz": [[0.38931, 0.86138, -0.21200], [0.69135, 1.26482, -4.46707], [0.35277, 1.35925, -3.02236], [0.81446, 0.58472, -2.10461], [1.66233, -0.45091, -2.38610], [2.04927, -0.96518, -1.25067], [1.64596, -0.45550, -0.09442], [2.92417, -2.14027, -1.20876], [3.23922, -2.71516, 0.02057], [4.05496, -3.83357, 0.06772], [4.55799, -4.37601, -1.10664], [4.24546, -3.80224, -2.33373], [3.42860, -2.68732, -2.38882], [-0.52942, 2.39089, -2.47118], [-1.16853, 3.34903, -3.24579], [-1.98010, 4.28246, -2.62742], [-2.13043, 4.24140, -1.24711], [-1.46082, 3.26944, -0.53359], [-0.68107, 2.35611, -1.12542], [1.33831, 0.41031, -4.63944], [1.20836, 2.17306, -4.78629], [-0.21089, 1.16302, -5.07326], [2.84272, -2.28036, 0.92756], [4.30314, -4.28047, 1.02142], [5.19893, -5.24768, -1.06757], [4.64219, -4.22521, -3.24707], [3.18028, -2.23027, -3.33683], [-1.02182, 3.35798, -4.31655], [-2.48741, 5.03823, -3.21170], [-2.75088, 4.95648, -0.72578], [-1.53702, 3.20615, 0.54446], [0.00548, 1.42784, 2.21999], [1.34952, 2.48722, 1.73527], [1.64097, 2.35008, 0.40042], [2.66739, 3.14369, -0.08301], [3.08719, 3.04709, -1.76189], [3.36230, 4.01566, 0.75630], [4.63708, 4.98182, 0.13891], [3.02043, 4.10568, 2.11299], [3.86784, 5.17274, 3.15094], [1.98209, 3.32892, 2.62880], [1.51626, 3.40057, 4.27445], [-1.46261, -2.45563, -1.04266], [-1.70597, -0.62739, -0.42988], [-2.95204, 0.00351, -1.78378], [-2.78892, -0.69281, 1.17846], [-4.04990, -0.09998, 1.16608], [-4.82607, -0.07323, 2.31464], [-4.34983, -0.64879, 3.48142], [-3.09621, -1.24077, 3.49659], [-2.29105, -1.26363, 2.36047], [-0.52943, -2.14910, 2.38277], [-1.18361, -3.94044, 2.84080], [0.12239, -1.65708, 4.16407], [-2.38058, -3.01681, -0.88247], [-0.63854, -2.92112, -0.50979], [-1.23421, -2.42346, -2.10704], [-3.82355, -0.64523, -1.84678], [-2.42963, -0.01438, -2.74004], [-3.27015, 1.02435, -1.57747], [-4.44547, 0.33955, 0.25987], [-5.80463, 0.38882, 2.29307], [-4.95574, -0.64237, 4.37852], [-2.74656, -1.69776, 4.41427], [-1.77999, -3.92260, 3.75224], [-0.32563, -4.59594, 2.98491], [-1.78902, -4.33186, 2.02457], [-0.68764, -1.49470, 4.87245], [0.73396, -0.75959, 4.10609], [0.74271, -2.47747, 4.52390]],
  "charge": 1,
  "relative_energy_kj_mol": 0.0,
  "spin_multiplicity": 2,
  "lumo_ev": [-3.83, -3.62],
  "orbital_gap_ev": [7.341, 7.493]
}


The records above yield max |F| values of 1.0 0.8 0.2 eV/A, respectively.
The records above yield total energy values of -48406.6383 -177078.1872 -250787.3160 eV, respectively.